Below is a molecular structure, C44H26F9MnN3O5PSSe, with properties calculated with wB97M-V/def2-TZVPD.

The calculation puts the HOMO-LUMO gap (spin up / spin down) at 5.288 / 6.051 eV. Its net charge is -1. The value obtained for the energy above the lowest of the compared OMol25 structures with the same formula, charge and spin is 0.605 eV. Its multiplicity is 6. As for the expectation value of S²: 8.808. As for the max |F|: 0.02372 hartree/bohr. The calculation puts the highest occupied orbital energy (spin up / spin down) at -3.839 / -4.676 eV. The electronic energy is -7423.77289 a.u.

Each line ends with the Mulliken charge.
Atoms and positions in Å:
Mn 1.161 -0.673 0.876  -0.098
N 1.430 -3.762 -1.870  -0.160
C 2.126 -4.768 -1.154  0.478
C 3.082 -5.563 -1.771  -0.820
C 3.742 -6.543 -1.040  -0.652
C 3.473 -6.713 0.312  -0.685
C 2.532 -5.901 0.933  -0.515
C 1.847 -4.948 0.196  0.441
S 0.566 -3.974 0.882  -0.285
N 0.856 -2.522 0.058  0.087
C 1.183 -2.552 -1.229  0.108
C 1.353 -1.323 -1.894  1.012
C 1.483 -1.130 -3.292  -0.863
C 1.668 0.127 -3.790  -0.895
C 1.749 1.232 -2.902  -0.747
C 1.602 0.994 -1.563  -0.953
N 1.386 -0.228 -1.055  1.154
H 1.769 -3.650 -2.809  0.229
H 3.308 -5.413 -2.823  0.338
H 4.488 -7.161 -1.526  0.371
H 4.000 -7.465 0.886  0.405
H 2.326 -6.001 1.993  0.451
H 1.397 -1.975 -3.968  0.403
H 1.747 0.279 -4.860  0.388
H 1.920 2.240 -3.256  0.554
H 1.670 1.796 -0.838  0.854
O -0.377 1.866 6.154  -0.571
C -0.100 1.383 5.102  0.274
C 0.068 -0.118 4.808  -0.164
O -0.120 -1.018 5.587  -0.631
C 0.459 -0.151 3.405  0.557
C 0.541 1.100 2.849  1.175
O 0.897 1.208 1.602  -0.627
C 0.151 2.139 3.791  0.084
O 0.011 3.324 3.596  -0.683
O 0.733 -1.166 2.606  -0.245
Se 3.802 -1.007 0.796  -0.223
C 4.179 -2.637 1.736  0.008
C 3.429 -3.082 2.829  -0.049
C 3.750 -4.277 3.470  -0.662
C 4.821 -5.050 3.035  -0.431
C 5.568 -4.616 1.947  -0.526
C 5.250 -3.425 1.304  -0.610
H 2.590 -2.497 3.178  0.411
H 3.153 -4.600 4.318  0.415
H 5.069 -5.980 3.536  0.380
H 6.401 -5.213 1.590  0.364
H 5.837 -3.091 0.456  0.383
F 2.124 6.702 -2.625  -0.263
C 1.173 6.900 -1.688  0.725
F 0.299 7.781 -2.217  -0.269
F 1.764 7.503 -0.645  -0.287
C 0.502 5.620 -1.304  0.337
C 0.605 5.115 -0.022  -1.154
C -0.003 3.907 0.294  -0.106
C -0.745 3.208 -0.660  0.729
C -0.810 3.719 -1.958  -0.459
C -0.196 4.918 -2.277  -1.428
P -1.417 1.569 -0.163  2.145
C -2.810 2.031 0.972  0.284
C -2.761 3.101 1.860  -0.251
C -3.801 3.331 2.757  -1.023
C -4.897 2.489 2.777  0.293
C -4.948 1.395 1.922  -1.092
C -3.909 1.164 1.038  -0.457
C -6.040 2.731 3.715  0.835
F -6.001 3.956 4.266  -0.283
F -6.062 1.843 4.728  -0.257
F -7.229 2.617 3.086  -0.271
C -2.403 1.054 -1.635  -1.029
C -3.456 1.788 -2.191  -0.068
C -4.105 1.342 -3.326  -1.067
C -3.704 0.153 -3.927  0.379
C -2.692 -0.607 -3.375  -0.545
C -2.050 -0.154 -2.224  -0.468
C -4.411 -0.292 -5.171  0.729
F -4.465 0.696 -6.086  -0.268
F -5.687 -0.650 -4.920  -0.260
F -3.814 -1.344 -5.754  -0.288
H 1.172 5.645 0.732  0.566
H 0.136 3.497 1.289  0.152
H -1.319 3.174 -2.739  0.476
H -0.251 5.307 -3.287  0.383
H -1.912 3.769 1.878  0.234
H -3.744 4.167 3.443  0.460
H -5.800 0.725 1.951  0.385
H -3.959 0.304 0.382  0.511
H -3.777 2.709 -1.716  0.560
H -4.922 1.913 -3.752  0.399
H -2.396 -1.539 -3.838  0.500
H -1.263 -0.752 -1.781  0.285

---

Below is a molecular structure, C44H31Cl5O3P2PtS, with properties calculated with wB97M-V/def2-TZVPD.

The calculation puts the HOMO-LUMO gap (spin up / spin down) at 7.383 / 6.146 eV. Its net charge is +2. The value obtained for the energy above the lowest of the compared OMol25 structures with the same formula, charge and spin is 0.723 eV. Its multiplicity is 5. As for the expectation value of S²: 6.054. As for the max |F|: 0.03380 hartree/bohr. The calculation puts the highest occupied orbital energy (spin up / spin down) at -12.415 / -14.036 eV. The electronic energy is -5421.59280 a.u.

Each line ends with the Mulliken charge.
Atoms and positions in Å:
Pt 0.139 1.190 0.009  3.433
O 0.907 1.802 -3.629  -0.720
S 0.790 0.721 -2.647  1.112
C -0.366 -0.476 -3.341  0.027
C -0.255 -0.879 -4.660  -0.657
C -1.203 -1.745 -5.181  -0.977
C -2.246 -2.197 -4.385  -0.932
C -2.375 -1.762 -3.075  -1.361
C -1.446 -0.867 -2.546  1.289
P -1.669 -0.146 -0.891  1.510
C -2.424 1.499 -1.146  0.282
C -2.886 2.146 0.017  -0.151
C -3.425 3.418 -0.066  -0.823
C -3.533 4.049 -1.300  -0.713
C -3.097 3.405 -2.450  -0.668
C -2.535 2.139 -2.380  -0.941
C -2.945 -1.146 -0.102  0.443
C -2.578 -2.287 0.606  -0.090
C -3.563 -3.124 1.106  -0.385
C -4.903 -2.821 0.907  -0.793
C -5.265 -1.675 0.209  -0.771
C -4.290 -0.829 -0.295  -0.596
C 2.363 -0.155 -2.619  0.316
C 3.029 -0.344 -3.819  -0.691
C 4.278 -0.941 -3.816  -0.936
C 4.860 -1.329 -2.617  -0.848
C 4.200 -1.113 -1.417  -0.839
C 2.939 -0.518 -1.403  0.197
P 2.153 -0.212 0.213  1.482
C 3.501 0.108 1.388  0.495
C 3.993 1.401 1.573  -0.741
C 5.024 1.632 2.470  -0.899
C 5.569 0.580 3.190  -0.605
C 5.094 -0.710 3.002  -0.881
C 4.062 -0.950 2.110  -0.162
C 1.446 -1.808 0.700  0.674
C 1.197 -2.816 -0.229  -0.899
C 0.608 -4.003 0.183  -0.852
C 0.239 -4.176 1.509  -0.767
C 0.460 -3.162 2.433  -1.141
C 1.064 -1.982 2.033  -0.868
H 0.548 -0.512 -5.285  0.466
H -1.125 -2.068 -6.210  0.456
H -2.978 -2.881 -4.792  0.488
H -3.208 -2.103 -2.476  0.511
H -2.869 1.612 0.959  0.509
H -3.782 3.914 0.828  0.474
H -3.972 5.036 -1.360  0.423
H -3.210 3.886 -3.413  0.468
H -2.195 1.650 -3.286  0.418
H -1.529 -2.513 0.764  -0.195
H -3.285 -4.017 1.651  0.489
H -5.669 -3.476 1.299  0.431
H -6.310 -1.443 0.051  0.464
H -4.574 0.060 -0.843  0.474
H 2.598 0.010 -4.745  0.561
H 4.803 -1.085 -4.750  0.443
H 5.844 -1.779 -2.614  0.479
H 4.674 -1.386 -0.484  0.517
H 3.589 2.223 1.008  0.435
H 5.401 2.636 2.608  0.488
H 6.368 0.763 3.897  0.438
H 5.528 -1.534 3.553  0.456
H 3.703 -1.961 1.966  0.555
H 1.474 -2.679 -1.268  0.509
H 0.448 -4.804 -0.528  0.476
H -0.221 -5.103 1.827  0.502
H 0.166 -3.300 3.466  0.449
H 1.259 -1.197 2.753  0.886
Cl -1.513 2.998 7.149  -0.092
C -1.264 2.192 5.690  0.602
C -0.355 2.731 4.735  -0.034
Cl 0.533 4.139 5.112  -0.141
C -0.205 2.117 3.522  0.681
Cl 0.857 2.744 2.336  -0.146
C -0.929 0.915 3.172  -1.664
O -0.832 0.358 2.062  0.186
C -1.791 0.366 4.200  0.385
Cl -2.601 -1.079 3.825  -0.065
C -1.963 0.996 5.412  0.076
Cl -3.024 0.345 6.581  -0.131
C 0.444 4.183 -1.437  -1.208
C 1.115 2.983 -0.864  0.320
O 2.288 2.773 -0.899  -0.282
H 1.170 4.986 -1.559  0.439
H -0.401 4.505 -0.832  0.219
H 0.082 3.884 -2.424  0.228